[1]
Here is a 2-piece molecular cluster, C4H9NO overall from the OMol25 dataset. Energies are from ωB97M-V/def2-TZVPD.

Each line ends with the Löwdin charge.
Atoms and positions in Å:
C (0.63, -0.90, 1.74)  -0.09
C (1.10, -1.42, 0.39)  -0.26
N (0.95, -0.45, -0.67)  0.10
C (1.22, 0.70, -0.86)  -0.34
O (1.43, 1.82, -1.17)  0.13
H (0.82, -1.64, 2.52)  0.07
H (-0.45, -0.69, 1.72)  0.07
H (1.15, 0.02, 2.01)  0.08
H (2.16, -1.72, 0.44)  0.11
H (0.53, -2.31, 0.11)  0.11
C (-1.91, 1.32, -1.25)  -0.05
H (-1.59, 0.29, -1.09)  0.00
H (-2.87, 1.33, -1.77)  0.02
H (-1.16, 1.84, -1.84)  0.01
H (-2.02, 1.82, -0.28)  0.02

Results
E	-7831.4422	eV
structure (SMILES)	CCN=C=O.C
frontier orbital gap	11.095	eV
strongest force on any atom	0.014	hartree/bohr
HOMO level	-10.30	eV
energy relative to the best compared isomer or geometry (same formula, charge and spin)	20.24	kcal per mole



[2]
Here is one molecule with the formula C7H13NO5S2 from the OMol25 dataset. Energies are from ωB97M-V/def2-TZVPD.

Each line ends with the Löwdin charge.
Atoms and positions in Å:
C (-1.55, -0.61, -0.63)  -0.38
C (-3.55, 0.54, -0.18)  -0.05
C (-2.07, 0.54, 0.27)  -0.50
C (-2.02, 0.15, 1.70)  -0.08
C (-1.38, 1.92, 0.10)  0.00
C (3.76, -1.64, -0.64)  -0.14
C (3.63, -0.15, -0.88)  -0.27
N (-2.44, -1.09, -1.43)  0.08
O (1.11, -0.50, 0.22)  -0.58
O (-0.08, -2.53, -1.29)  -0.40
O (1.95, 1.78, 0.01)  -0.32
O (2.87, 0.35, 1.80)  -0.29
O (-3.58, -0.34, -1.43)  -0.09
S (-0.32, -1.75, -0.12)  1.10
S (2.51, 0.51, 0.40)  0.67
H (-4.20, 0.07, 0.54)  0.11
H (-4.10, 1.53, -0.44)  0.16
H (-2.69, -0.71, 1.90)  0.10
H (-2.45, 0.74, 2.55)  0.11
H (-0.97, 0.06, 1.88)  0.07
H (-0.20, 1.87, 0.07)  0.10
H (-1.60, 2.44, 0.98)  0.06
H (-1.82, 2.41, -0.72)  0.07
H (4.31, -2.06, -1.48)  0.08
H (4.12, -1.75, 0.38)  0.08
H (2.82, -2.16, -0.84)  0.06
H (3.22, 0.03, -1.84)  0.08
H (4.73, 0.34, -0.88)  0.16

Results
E	-40861.7560	eV
frontier orbital gap	8.869	eV
strongest force on any atom	0.079	hartree/bohr
HOMO level	-10.05	eV
energy relative to the best compared isomer or geometry (same formula, charge and spin)	31.18	kcal per mole



[3]
Here is a 2-piece molecular cluster, C4H10NO3 overall from the OMol25 dataset. Energies are from ωB97M-V/def2-TZVPD.

Each line ends with the Löwdin charge.
Atoms and positions in Å:
C (-2.28, -0.57, -0.96)  -0.10
C (3.53, -0.48, 0.34)  -0.04
C (-1.51, 0.18, 0.05)  -0.30
C (2.23, 0.07, -0.33)  -0.76
N (-1.36, 1.64, -0.24)  -0.13
O (-0.52, 2.36, 0.68)  -0.17
O (1.91, -0.41, -1.40)  -0.04
O (1.73, 1.07, 0.29)  -0.10
H (-1.62, -1.02, -1.76)  0.10
H (-2.40, -1.52, -0.45)  0.06
H (-3.17, -0.16, -1.21)  0.02
H (3.62, -0.11, 1.27)  -0.01
H (3.57, -1.58, 0.47)  0.06
H (4.38, -0.14, -0.40)  0.10
H (-1.90, 0.13, 1.09)  0.12
H (-0.56, -0.17, -0.06)  0.05
H (-0.81, 1.64, -1.15)  0.12
H (0.40, 1.91, 0.68)  0.03

Results
E	-11942.0842	eV
frontier orbital gap	8.653	eV
net charge	-1
strongest force on any atom	0.089	hartree/bohr
HOMO level	-4.68	eV
energy relative to the best compared isomer or geometry (same formula, charge and spin)	76.39	kcal per mole



[4]
Here is one molecule with the formula C5H6O from the OMol25 dataset. Energies are from ωB97M-V/def2-TZVPD.

Each line ends with the Löwdin charge.
Atoms and positions in Å:
O (-0.18, 1.61, -0.59)  0.01
C (0.11, 0.42, 0.04)  -0.60
C (-0.59, -0.76, -0.62)  -0.07
C (-1.02, -0.30, 0.74)  -0.07
C (1.48, 0.57, 0.92)  0.00
C (1.88, -0.20, 0.00)  0.09
H (0.04, 2.31, 0.05)  0.11
H (-1.21, -0.48, -1.47)  0.11
H (-0.10, -1.72, -0.71)  0.10
H (-1.95, 0.27, 0.82)  0.11
H (-0.77, -0.91, 1.59)  0.11
H (2.32, -0.81, -0.76)  0.09

Results
E	-7324.3792	eV
frontier orbital gap	10.263	eV
strongest force on any atom	0.013	hartree/bohr
HOMO level	-9.21	eV
energy relative to the best compared isomer or geometry (same formula, charge and spin)	113.12	kcal per mole



[5]
Here is C42H44BN3O7 as an isolated structure from the OMol25 dataset. Energies are from ωB97M-V/def2-TZVPD.

Each line ends with the Löwdin charge.
Atoms and positions in Å:
C (-4.46, -1.78, 4.12)  -0.01
C (-3.01, -1.73, 4.09)  -0.32
C (-2.09, -2.13, 5.03)  -0.02
C (-0.82, -2.03, 4.43)  0.01
C (-1.04, -1.73, 3.08)  -0.18
B (-0.62, 1.97, 1.50)  -0.29
C (-0.49, 1.92, 3.04)  -0.16
C (-1.13, 2.47, 4.12)  -0.01
C (-0.41, 2.16, 5.30)  -0.02
C (0.65, 1.41, 4.89)  -0.34
C (1.82, 0.94, 5.63)  0.00
O (0.52, 1.12, 3.58)  0.02
C (-0.19, -1.92, 1.98)  -0.20
C (-0.36, -2.50, 0.71)  0.00
C (0.88, -3.10, 0.39)  -0.03
C (1.78, -2.73, 1.37)  -0.33
C (3.10, -3.18, 1.78)  -0.02
O (1.16, -1.89, 2.26)  0.06
C (-2.03, 1.50, 1.15)  -0.14
C (-2.60, 0.78, 0.10)  -0.01
C (-4.01, 0.73, 0.33)  -0.01
C (-4.23, 1.36, 1.55)  -0.33
C (-5.45, 1.69, 2.24)  -0.02
O (-3.03, 1.77, 2.07)  0.04
O (-2.38, -1.41, 2.91)  0.09
H (-4.79, -1.92, 5.16)  0.09
H (-4.91, -0.85, 3.74)  0.06
H (-4.85, -2.63, 3.53)  0.10
H (-2.29, -2.52, 6.02)  0.11
H (0.16, -2.20, 4.88)  0.12
H (-2.06, 3.05, 4.12)  0.12
H (-0.62, 2.47, 6.34)  0.12
H (2.14, 1.75, 6.28)  0.09
H (1.49, 0.13, 6.28)  0.08
H (2.65, 0.61, 5.00)  0.08
H (-1.28, -2.50, 0.13)  0.12
H (1.08, -3.78, -0.44)  0.12
H (3.09, -4.29, 1.91)  0.10
H (3.89, -2.93, 1.04)  0.08
H (3.36, -2.70, 2.74)  0.10
H (-2.07, 0.32, -0.71)  0.07
H (-4.77, 0.37, -0.34)  0.11
H (-6.24, 1.77, 1.47)  0.10
H (-5.77, 0.88, 2.93)  0.07
H (-5.36, 2.62, 2.82)  0.10
C (3.21, -0.27, -5.44)  -0.02
N (2.07, -0.18, -4.56)  -0.03
C (0.82, -0.02, -5.09)  -0.37
O (0.54, -0.10, -6.29)  0.07
C (-0.14, 0.27, -3.95)  -0.19
C (-1.40, -0.60, -3.98)  -0.08
C (-2.26, -0.45, -5.21)  -0.23
C (-2.79, -1.59, -5.81)  -0.04
C (-3.55, -1.48, -6.99)  -0.08
C (-3.81, -0.22, -7.54)  -0.09
C (-3.33, 0.93, -6.90)  -0.08
C (-2.57, 0.82, -5.73)  -0.04
N (0.71, 0.04, -2.77)  -0.02
C (0.21, 0.47, -1.57)  -0.09
C (0.65, 0.15, -0.30)  -0.05
C (0.57, 0.97, 0.91)  -0.03
C (1.94, 1.32, 1.42)  -0.15
C (3.09, 0.53, 1.30)  0.07
C (4.27, 0.94, 1.97)  -0.14
N (5.36, 0.05, 2.19)  -0.30
O (6.22, 0.44, 3.03)  0.04
O (5.47, -1.05, 1.61)  0.05
C (4.38, 2.20, 2.58)  0.00
C (3.29, 3.05, 2.56)  -0.04
C (2.12, 2.63, 1.96)  -0.02
C (2.15, 0.01, -3.12)  -0.46
C (2.89, -1.17, -2.47)  0.01
C (2.86, 1.34, -2.78)  0.01
H (2.86, -0.51, -6.45)  0.10
H (3.77, 0.68, -5.49)  0.09
H (3.90, -1.04, -5.10)  0.08
H (-0.42, 1.35, -4.00)  0.16
H (-1.09, -1.66, -3.90)  0.13
H (-1.99, -0.37, -3.08)  0.12
H (-2.59, -2.56, -5.37)  0.11
H (-3.92, -2.39, -7.47)  0.10
H (-4.39, -0.14, -8.46)  0.10
H (-3.54, 1.92, -7.31)  0.10
H (-2.19, 1.71, -5.22)  0.11
H (-0.63, 1.16, -1.70)  0.12
H (1.31, -0.72, -0.26)  0.09
H (0.15, 2.19, 0.49)  0.19
H (3.13, -0.43, 0.77)  0.10
H (5.32, 2.46, 3.05)  0.12
H (3.32, 4.03, 3.05)  0.12
H (1.29, 3.35, 1.93)  0.12
H (2.24, -2.04, -2.40)  0.09
H (3.76, -1.43, -3.09)  0.08
H (3.25, -0.89, -1.48)  0.07
H (2.30, 2.17, -3.24)  0.10
H (2.89, 1.47, -1.70)  0.08
H (3.88, 1.30, -3.18)  0.09

Results
E	-63739.0918	eV
frontier orbital gap	6.073	eV
strongest force on any atom	0.107	hartree/bohr
HOMO level	-7.01	eV
energy relative to the best compared isomer or geometry (same formula, charge and spin)	6.72	kcal per mole



[6]
Here is C9H19F6IN4O13PtS6 as an isolated structure from the OMol25 dataset. Energies are from ωB97M-V/def2-TZVPD.

Each line ends with the Mulliken spin population.
Atoms and positions in Å:
Pt (-0.32, 0.49, 1.64)  1.43
N (2.74, 3.50, 0.67)  0.00
S (3.98, 2.83, -0.08)  0.00
O (4.64, 3.61, -1.07)  0.00
O (3.89, 1.41, -0.23)  0.00
F (5.01, 2.94, 1.16)  0.00
S (1.52, 3.11, -0.31)  0.01
O (0.69, 2.10, 0.30)  0.01
O (1.73, 3.11, -1.71)  0.00
F (0.70, 4.43, -0.11)  0.00
N (-2.34, -0.03, 1.53)  0.09
S (-3.21, -0.53, 2.91)  0.00
O (-3.45, -1.92, 2.98)  0.00
O (-4.18, 0.40, 3.35)  0.01
F (-2.04, -0.27, 3.92)  0.01
S (-3.60, 0.33, 0.59)  0.00
O (-4.17, 1.63, 0.70)  0.00
O (-4.43, -0.81, 0.37)  0.01
F (-2.74, 0.48, -0.76)  0.00
N (-0.14, 4.72, 2.93)  0.00
S (-0.98, 3.53, 3.63)  0.01
O (-0.86, 2.30, 2.89)  0.02
O (-2.19, 3.79, 4.34)  0.00
F (0.05, 3.28, 4.82)  0.00
S (-1.31, 5.66, 2.37)  0.00
O (-1.95, 6.50, 3.33)  0.00
O (-2.11, 5.06, 1.36)  0.00
F (-0.36, 6.68, 1.59)  0.00
I (1.20, -0.79, 3.58)  0.26
C (-0.74, -2.94, 0.69)  0.04
C (0.23, -2.92, -0.51)  -0.01
C (-0.32, -3.97, -1.48)  0.00
C (0.16, -3.68, -2.92)  0.00
C (-0.15, -2.25, -3.27)  0.00
C (0.56, -1.24, -2.37)  0.00
N (0.14, -1.52, -0.99)  0.00
O (0.79, -0.64, -0.10)  0.08
C (2.08, -1.24, -2.58)  0.00
C (0.01, 0.11, -2.81)  0.00
C (1.59, -3.39, 0.06)  0.00
H (-0.65, -2.13, 1.41)  -0.01
H (-0.83, -3.89, 1.23)  0.00
H (-1.75, -2.83, 0.27)  0.00
H (0.07, -4.96, -1.26)  0.00
H (-1.40, -3.88, -1.55)  0.00
H (-0.43, -4.35, -3.56)  0.00
H (1.18, -4.02, -3.15)  0.00
H (-1.23, -2.10, -3.18)  0.00
H (0.06, -2.05, -4.33)  0.00
H (2.57, -0.67, -1.78)  0.00
H (2.50, -2.24, -2.69)  0.00
H (2.37, -0.80, -3.54)  0.00
H (0.10, 0.26, -3.89)  0.00
H (-0.99, 0.30, -2.43)  0.00
H (0.61, 0.95, -2.45)  0.00
H (2.40, -3.06, -0.60)  0.00
H (1.74, -4.47, 0.06)  0.00
H (1.83, -2.98, 1.04)  0.00
H (1.71, -0.95, 0.01)  0.00

Results
E	-134881.6720	eV
frontier orbital gap (alpha / beta)	8.133 / 6.811	eV
net charge	-2
strongest force on any atom	0.070	hartree/bohr
HOMO level (alpha / beta)	-4.23 / -4.14	eV
energy relative to the best compared isomer or geometry (same formula, charge and spin)	0.00	kcal per mole
spin multiplicity	3